1.
Molecular formula: C48H128O16
Method: DFT, ωB97M-V/def2-TZVPD

Last column: Löwdin charge in e.
Positions of all 192 atoms, in Å:
C 1.90767 0.50953 -0.28987  -0.039
C 0.60462 0.42684 -1.09278  -0.229
O -0.52077 0.21467 -0.25790  -0.181
C -1.74474 0.22811 -0.91923  -0.235
C -2.88612 -0.03147 0.11520  -0.037
H 1.94657 -0.34740 0.38387  0.063
H 2.78864 0.44540 -0.92754  0.054
H 2.02770 1.42683 0.28771  0.056
H 0.51142 1.40602 -1.57078  0.109
H 0.74721 -0.32567 -1.87106  0.095
H -1.91137 1.16785 -1.45070  0.120
H -1.82057 -0.60652 -1.62024  0.093
H -3.01355 0.79389 0.81740  0.059
H -2.63444 -0.86778 0.76805  0.058
H -3.83925 -0.21107 -0.38103  0.063
C -4.41519 -0.92966 3.09785  -0.082
C -5.50431 -1.70402 3.81552  -0.272
O -6.12010 -2.58412 2.87428  -0.180
C -7.16267 -3.36335 3.47012  -0.277
C -7.68477 -4.26165 2.38226  -0.081
H -4.85462 -0.27303 2.34787  0.068
H -3.92512 -0.32143 3.85980  0.076
H -3.65999 -1.59351 2.67857  0.060
H -5.02314 -2.33305 4.56813  0.118
H -6.19306 -0.97873 4.25380  0.120
H -6.83521 -3.86769 4.38074  0.119
H -7.94059 -2.63277 3.70835  0.117
H -8.62701 -4.67652 2.74611  0.075
H -6.99964 -5.05948 2.09747  0.074
H -7.95551 -3.71289 1.48037  0.070
C 3.17297 -0.37934 -3.72731  -0.054
C 2.81808 -1.76479 -4.23659  -0.281
O 3.97924 -2.55826 -4.36503  -0.158
C 3.79682 -3.71605 -5.11854  -0.287
C 5.10801 -4.55446 -5.04523  -0.064
H 3.63100 -0.50972 -2.74644  0.054
H 3.91348 0.06014 -4.39596  0.090
H 2.28075 0.24610 -3.73251  0.061
H 2.06307 -2.29177 -3.64733  0.106
H 2.35092 -1.58679 -5.21081  0.093
H 3.04709 -4.39299 -4.70021  0.113
H 3.59089 -3.46698 -6.16169  0.118
H 5.47724 -4.55223 -4.01893  0.064
H 5.89005 -4.11404 -5.66285  0.070
H 4.91045 -5.59403 -5.30419  0.071
C -4.70860 2.59277 3.31844  -0.077
C -5.13026 3.83415 4.06159  -0.305
O -5.69292 3.56142 5.32388  -0.149
C -6.11956 4.74417 5.99377  -0.276
C -6.13270 4.48118 7.50808  -0.071
H -4.54547 2.76427 2.25225  0.077
H -3.75386 2.17784 3.64118  0.059
H -5.53386 1.87996 3.32502  0.073
H -4.30292 4.54951 4.11191  0.116
H -5.84947 4.41096 3.47023  0.116
H -5.39661 5.54539 5.81762  0.109
H -7.06406 5.12836 5.60246  0.116
H -6.70360 3.59501 7.78496  0.072
H -6.64567 5.32689 7.96857  0.071
H -5.12106 4.38559 7.89877  0.074
C 7.58928 2.54965 2.85684  -0.072
C 7.17294 1.45713 1.88628  -0.282
O 6.78489 2.03173 0.65017  -0.164
C 6.02938 1.15111 -0.20757  -0.262
C 5.75098 1.88907 -1.51537  -0.057
H 6.80006 2.98151 3.47282  0.064
H 8.32586 2.21045 3.58741  0.070
H 8.08790 3.37133 2.34059  0.078
H 7.97335 0.71395 1.84732  0.116
H 6.32680 0.92403 2.32914  0.096
H 6.61322 0.24117 -0.36352  0.118
H 5.08371 0.85820 0.25478  0.084
H 5.28843 1.21425 -2.23629  0.059
H 6.70032 2.18728 -1.96154  0.082
H 5.13173 2.76679 -1.33911  0.053
C 3.68139 3.05771 2.02690  -0.049
C 3.35112 4.49357 1.82247  -0.487
C 2.63292 5.17653 3.00672  -0.037
O 4.59374 5.17486 1.77792  -0.051
H 4.42845 2.80905 2.77970  0.084
H 4.14447 2.73139 1.09047  0.065
H 2.79190 2.44112 2.17387  0.067
H 2.77239 4.68940 0.91700  0.101
H 2.55777 6.24551 2.80871  0.079
H 3.02977 4.90497 3.98324  0.084
H 1.57761 4.88946 3.00062  0.063
H 5.04132 4.83835 0.99436  0.080
C 3.04338 -3.98026 -1.06668  -0.034
C 3.69087 -3.27402 0.12813  -0.501
C 4.90087 -4.04529 0.66643  -0.038
O 4.04768 -1.96875 -0.19710  -0.044
H 3.74156 -4.04356 -1.90490  0.070
H 2.17254 -3.42829 -1.42192  0.058
H 2.76732 -5.01214 -0.84537  0.085
H 2.95338 -3.27307 0.93181  0.104
H 5.64014 -4.21895 -0.11974  0.082
H 4.64479 -5.06867 0.94581  0.085
H 5.33575 -3.51501 1.51249  0.061
H 4.80262 -2.08157 -0.78512  0.095
C -0.86899 -0.38039 -4.86923  -0.040
C -0.11109 -0.05157 -6.14850  -0.447
C -0.81063 -0.60278 -7.40162  -0.038
O 0.00144 1.36262 -6.24432  -0.059
H -1.94912 -0.21595 -4.82214  0.078
H -0.52573 0.10598 -3.95587  0.063
H -0.92342 -1.46243 -4.72434  0.080
H 0.91351 -0.42871 -6.11730  0.112
H -0.28437 -0.39692 -8.33543  0.077
H -1.78054 -0.12284 -7.53731  0.087
H -0.92063 -1.68441 -7.32148  0.083
H 0.53714 1.52431 -7.02641  0.111
C 0.57638 -3.23980 2.46263  -0.048
C -0.16845 -2.75762 3.68392  -0.490
C -0.15789 -3.75032 4.83938  -0.038
O 0.44231 -1.58505 4.13433  -0.072
H 0.58465 -2.46007 1.69725  0.075
H 0.07605 -4.06268 1.94665  0.071
H 1.60300 -3.53737 2.67680  0.072
H -1.18914 -2.52084 3.37011  0.131
H 0.85360 -4.08934 5.06187  0.084
H -0.82463 -4.59620 4.66375  0.077
H -0.57850 -3.27836 5.72810  0.081
H 0.00741 -0.84563 3.68742  0.049
C 2.53991 3.40682 -2.92917  -0.037
C 1.75763 4.21790 -1.88304  -0.486
C 2.57420 5.45520 -1.54321  -0.062
O 0.53807 4.67851 -2.43453  -0.048
H 1.95364 2.57932 -3.33364  0.053
H 3.37932 2.90709 -2.44388  0.046
H 2.90963 4.02756 -3.74445  0.091
H 1.59177 3.64788 -0.96488  0.118
H 2.74756 6.07096 -2.42487  0.088
H 3.55404 5.19213 -1.13962  0.069
H 2.04934 6.00109 -0.75825  0.082
H 0.12034 3.92893 -2.87997  0.033
C 3.53759 -0.50881 2.93214  -0.048
C 3.92600 -1.78604 3.68436  -0.497
C 5.42069 -1.76449 4.05949  -0.040
O 3.16834 -1.86722 4.84836  -0.045
H 4.03904 -0.41929 1.96725  0.057
H 3.72204 0.36734 3.55543  0.081
H 2.46332 -0.49107 2.73729  0.059
H 3.70183 -2.65781 3.06199  0.105
H 6.02229 -2.06194 3.20164  0.064
H 5.58105 -2.40621 4.92738  0.077
H 5.70189 -0.79030 4.46287  0.075
H 2.24120 -1.68675 4.64210  0.045
C -0.83150 -3.16475 -2.13347  -0.071
C -1.07133 -3.94713 -0.83754  -0.284
O -2.01729 -4.97584 -1.07727  -0.081
H -0.49595 -3.76488 -2.97971  0.085
H -0.06465 -2.41230 -1.94264  0.049
H -1.71097 -2.63380 -2.50031  0.058
H -1.46300 -3.35663 -0.00678  0.108
H -0.12192 -4.38553 -0.52184  0.098
H -2.31790 -5.26335 -0.20986  0.101
C -4.82440 0.39670 -3.44871  -0.103
C -6.04818 0.01806 -4.24219  -0.302
O -5.60072 -0.56276 -5.46796  -0.084
H -4.36525 1.27109 -3.91011  0.052
H -4.15372 -0.43908 -3.25508  0.073
H -5.21813 0.81116 -2.51576  0.079
H -6.62580 0.91892 -4.44609  0.117
H -6.67783 -0.73272 -3.76254  0.096
H -5.22936 -1.42330 -5.25624  0.078
C -2.48776 3.73291 -5.17064  -0.071
C -2.15062 2.85954 -4.00565  -0.309
O -0.74281 2.71846 -3.98969  -0.127
H -3.56707 3.91183 -5.18488  0.075
H -2.26386 3.23066 -6.11163  0.076
H -2.05853 4.73238 -5.11999  0.085
H -2.64722 1.88730 -4.01098  0.067
H -2.38894 3.32282 -3.04665  0.122
H -0.41723 2.16468 -4.71441  0.036
C -6.14007 -2.31091 -1.36580  -0.081
C -5.17255 -3.30533 -0.79633  -0.304
O -4.35535 -3.69898 -1.90337  -0.100
H -6.57900 -2.63776 -2.30776  0.079
H -5.62118 -1.37428 -1.57385  0.038
H -6.93031 -2.07854 -0.65049  0.076
H -5.73415 -4.13788 -0.36590  0.104
H -4.45756 -2.91935 -0.06686  0.103
H -3.58463 -4.19536 -1.59700  0.022
C -0.37948 2.02682 4.05930  -0.066
C -0.64241 1.76012 2.57853  -0.263
O -0.40831 0.34818 2.39714  -0.126
H 0.66536 1.81969 4.29782  0.075
H -1.06167 1.44738 4.67857  0.078
H -0.36611 3.09860 4.26734  0.071
H 0.11668 2.22121 1.94157  0.101
H -1.61145 2.07530 2.18892  0.095
H -0.51312 0.15264 1.45253  0.037

Forces on atoms 1 to 2 (eV/Å):
C -0.42 -0.53 0.37
C 1.29 1.31 0.06

Computed properties:
energy relative to the best compared isomer or geometry (same formula, charge and spin): 5.542 eV
maximum force: 2.56 eV/A


2.
Molecular formula: C26H41FO5Si2
Method: DFT, ωB97M-V/def2-TZVPD

Last column: Löwdin charge in e.
Positions of all 75 atoms, in Å:
C -4.41837 -4.15541 -1.91382  -0.116
C -3.94330 -4.09305 -3.36407  -0.269
C -4.11885 -2.70471 -3.97885  -0.238
C -2.99279 -1.74417 -3.61119  -0.222
C -3.20450 -0.31574 -4.13472  -0.213
C -1.95366 0.29968 -4.74619  -0.223
C -0.94907 0.77496 -3.70067  -0.233
C 0.09229 1.74666 -4.23847  -0.214
C 1.03001 2.28445 -3.15296  -0.220
C 2.27663 1.41654 -2.96000  -0.223
C 3.05748 1.69074 -1.66266  -0.251
C 2.89843 0.62093 -0.55938  -0.258
Si 1.19362 0.39628 0.16099  0.482
C 0.74984 1.72322 1.41164  -0.223
C -0.64276 2.29290 1.22343  -0.261
F -0.66059 3.13671 0.09153  -0.086
O 1.08024 -1.06929 0.93904  -0.453
Si 0.56750 -2.44037 0.16795  0.527
H -4.13049 -3.25094 -1.37142  0.062
H -5.50562 -4.24068 -1.85572  0.070
H -3.99685 -5.00826 -1.37955  0.067
H -2.88652 -4.37398 -3.41864  0.103
H -4.48837 -4.83359 -3.95504  0.101
H -4.18283 -2.77791 -5.06900  0.111
H -5.07264 -2.27819 -3.64258  0.116
H -2.87670 -1.72872 -2.52261  0.102
H -2.05333 -2.14901 -4.00676  0.111
H -3.53679 0.32551 -3.31126  0.110
H -4.01533 -0.31141 -4.86993  0.106
H -1.46567 -0.45255 -5.37845  0.114
H -2.22125 1.13120 -5.40698  0.109
H -0.43385 -0.09543 -3.27697  0.102
H -1.48378 1.24425 -2.86549  0.113
H -0.41344 2.57035 -4.75143  0.110
H 0.69345 1.23387 -5.00076  0.116
H 1.34531 3.30349 -3.39787  0.113
H 0.48530 2.36173 -2.20786  0.080
H 2.93574 1.58116 -3.81651  0.110
H 1.99312 0.35641 -3.00030  0.106
H 2.76820 2.67421 -1.27078  0.104
H 4.12223 1.76997 -1.89363  0.101
H 3.56490 0.86778 0.27635  0.081
H 3.24575 -0.34599 -0.94169  0.079
H 0.15273 0.38382 -0.89481  0.031
H 0.80166 1.26445 2.40538  0.089
H 1.47330 2.54497 1.40304  0.071
H -1.38631 1.50546 1.06167  0.111
H -0.97209 2.89323 2.07682  0.098
H -0.90646 -2.40732 0.05113  -0.058
H 1.16814 -2.50302 -1.18671  -0.052
H 1.00486 -3.60883 0.94634  -0.068
C 1.77680 6.26659 5.11253  0.021
C 0.46152 6.07082 5.10554  0.021
C -0.23483 5.56637 3.89428  -0.383
O -1.43031 5.36718 3.89162  0.107
C 0.58953 5.30483 2.68709  0.015
C 1.90570 5.49603 2.69575  0.023
C 2.60496 5.99055 3.90962  -0.386
O 3.80371 6.16356 3.91901  0.108
H 2.31105 6.62874 5.98166  0.122
H -0.16410 6.25898 5.96877  0.122
H 0.05907 4.95386 1.81038  0.107
H 2.53041 5.30786 1.83136  0.123
C 2.37086 -6.00212 4.55987  0.020
C 2.75710 -5.52561 5.73949  0.019
C 2.24922 -4.22571 6.24840  -0.387
O 2.60081 -3.79018 7.32263  0.107
C 1.29532 -3.47913 5.38843  0.022
C 0.91029 -3.95335 4.20728  0.018
C 1.41479 -5.25659 3.70064  -0.388
O 1.06196 -5.69707 2.62891  0.088
H 2.72381 -6.94626 4.16495  0.122
H 3.45090 -6.04883 6.38511  0.122
H 0.94262 -2.53469 5.78296  0.122
H 0.22029 -3.42221 3.56420  0.112

Forces on atoms 1 to 2 (eV/Å):
C 0.02 0.01 0.08
C -0.02 -0.04 0.01

Computed properties:
maximum force: 0.43 eV/A


Number 1: E_HOMO -9.365 eV, E -84608.4977 eV. Number 2: E_HOMO -10.247 eV, E -56337.4664 eV.